Below is an isolated molecule of C6H8S, with properties calculated with ωB97M-V with the def2-TZVPD basis set.

Positions of all 15 atoms, in Å:
C -2.115381 0.116607 0.158445
C -0.799346 0.929295 0.311534
C 1.469108 0.496871 -0.253173
C 1.338046 -0.718575 0.696682
C 0.664780 -0.665594 -0.604996
C -0.784386 -0.213633 -0.657044
H -2.140112 -0.523950 1.103882
H -3.013213 0.340939 -0.418839
H -0.270576 0.682170 1.170614
H 2.175923 0.578448 -0.926250
H 0.868607 -0.325473 1.679635
H 2.000830 -1.544958 0.727209
H 1.022996 -1.439519 -1.299176
H -0.926719 0.308684 -1.629265
S 0.509443 1.978691 -0.059260

Atoms 1-6, force components in eV/Å:
2.99 -1.49 1.11
-2.41 -0.95 -0.41
-1.18 -1.04 1.74
-0.40 2.10 1.77
-3.41 -2.39 0.15
-1.03 2.09 -0.76

Output
* orbital gap: 0.3361 hartree
* lowest unoccupied orbital energy: 0.960 eV
* molecular weight: 112.20 g/mol
* HOMO: -8.187 eV
* DFT total energy: -631.3986 Eh
* relative energy (zero: lowest compared OMol25 entry of this formula, charge and spin): 5.240 eV
* charge: 0

---

Below is a cluster of 2 separate species, C5H14N2O in total, with properties calculated with ωB97M-V with the def2-TZVPD basis set.

Positions of all 22 atoms, in Å:
C 0.430021 -1.475029 0.228091
C 0.742516 -0.081040 -0.433018
C 0.191387 1.064257 0.412410
C -1.247080 1.280005 0.593759
N -2.116053 1.117919 -0.592567
N 2.107120 0.308535 -0.773016
C 3.107296 -0.479362 0.038179
O -2.531480 -1.270991 0.237431
H 0.943305 -1.683458 1.196970
H -0.677554 -1.498027 0.373870
H 0.748358 -2.288131 -0.446650
H 0.087979 -0.135674 -1.387712
H 0.686760 1.004598 1.399293
H 0.611198 2.051212 0.007938
H -1.264185 2.307658 1.034183
H -1.714539 0.505314 1.232232
H -3.248348 -1.732250 -0.140094
H -2.843480 1.789681 -0.662904
H 4.108086 -0.084585 -0.170348
H 3.097660 -1.501814 -0.383437
H 2.950279 -0.509951 1.117298
H -2.515991 0.105199 -0.547534

Atoms 1-6, force components in eV/Å:
0.72 0.54 0.18
0.44 -2.42 -0.99
3.75 2.56 -0.05
-3.73 -0.22 -0.56
1.51 -0.63 0.32
-1.59 -1.88 2.38

Output
* orbital gap: 0.1380 hartree
* lowest unoccupied orbital energy: -3.767 eV
* molecular weight: 118.18 g/mol
* HOMO: -7.523 eV
* DFT total energy: -383.3897 Eh
* relative energy (zero: lowest compared OMol25 entry of this formula, charge and spin): 8.463 eV
* charge: 0

---

Below is a cluster of 2 separate species, C3H12N3O in total, with properties calculated with ωB97M-V with the def2-TZVPD basis set.

Positions of all 19 atoms, in Å:
C -1.065518 -1.651351 0.504935
C 0.444394 -0.828148 -1.382496
N 1.406028 -0.164481 -0.701725
N -0.357543 -1.728514 -0.784661
N 0.534575 -0.449776 -2.682433
H 1.455968 -0.226545 0.388224
H 1.743874 0.745925 -0.959292
H -0.630197 -2.539899 -1.342127
H 0.020114 -1.002719 -3.328958
H 1.164130 0.234004 -3.094673
H -0.893076 -2.575644 1.087110
H -2.159918 -1.442080 0.432518
H -0.548172 -0.886423 1.087433
C 0.002359 2.333736 2.051469
O -0.199310 1.354148 0.986437
H -1.141572 1.220236 0.995203
H -0.878893 2.894466 1.858598
H 0.178939 1.800586 2.988279
H 0.923813 2.912472 1.896154

Atoms 1-6, force components in eV/Å:
0.82 0.11 0.97
2.64 2.60 0.37
-0.40 -0.83 4.55
-0.37 -0.79 -1.66
-1.74 -1.78 0.00
-0.49 -0.09 -2.91

Output
* orbital gap: 0.4126 hartree
* lowest unoccupied orbital energy: -2.936 eV
* molecular weight: 106.15 g/mol
* HOMO: -14.163 eV
* DFT total energy: -360.7486 Eh
* relative energy (zero: lowest compared OMol25 entry of this formula, charge and spin): 2.344 eV
* charge: +1

---

Below is a structure of composition AlH4O2, with properties calculated with ωB97M-V with the def2-TZVPD basis set.

Positions of all 7 atoms, in Å:
Al 0.022019 -0.016195 -0.112060
O -1.752129 1.423322 -0.254412
H -1.573382 2.328822 -0.508094
H -2.691121 1.313097 -0.403958
O 1.695280 -1.472920 0.297119
H 1.838930 -2.414346 0.200552
H 2.460402 -1.161779 0.780854

Atoms 1-6, force components in eV/Å:
-0.34 -0.58 0.28
3.87 -2.23 1.04
0.77 1.58 -0.44
-1.84 -1.27 -0.31
-2.94 3.57 -0.79
-0.71 -2.05 -0.65

Output
* orbital gap: 0.2858 hartree
* lowest unoccupied orbital energy: -22.239 eV
* molecular weight: 63.01 g/mol
* HOMO: -30.017 eV
* DFT total energy: -393.7432 Eh
* relative energy (zero: lowest compared OMol25 entry of this formula, charge and spin): 0.000 eV
* charge: +3

---

Below is the ion C24H28N3O2S with charge +1, with properties calculated with ωB97M-V with the def2-TZVPD basis set.

Positions of all 58 atoms, in Å:
C 5.456571 1.597718 2.221073
H 6.199900 2.389074 2.150932
H 5.909441 0.715229 2.681753
H 4.617878 1.943118 2.833501
O 5.056215 1.338304 0.893476
C 4.174316 0.353016 0.654762
C 3.538445 -0.411821 1.619933
C 2.638376 -1.404653 1.256171
C 2.371343 -1.652756 -0.078930
C 3.002579 -0.889802 -1.062534
C 3.898481 0.106451 -0.719067
O 4.552671 0.898275 -1.588163
C 4.387631 0.680937 -2.971923
H 4.706344 -0.324958 -3.259876
H 5.026686 1.414149 -3.459349
H 3.350615 0.840677 -3.283817
H 2.793301 -1.097140 -2.099266
C 1.341608 -2.675946 -0.460423
H 1.413540 -3.569197 0.162697
H 1.418896 -2.955031 -1.512067
N -0.014905 -2.072851 -0.244136
H -0.032355 -1.734987 0.726122
C -0.199199 -0.893285 -1.136458
N -0.380225 0.268269 -0.523412
H -0.604287 1.051417 -1.133729
C -0.457097 0.568377 0.893655
H 0.502788 0.344377 1.376381
H -1.256558 -0.020387 1.362839
C -0.787974 2.057749 1.050899
C -2.056761 2.376479 0.302859
C -2.003646 2.890067 -0.988234
C -3.168051 3.113148 -1.704193
C -4.396004 2.826392 -1.134889
C -4.457528 2.324730 0.154237
C -3.294553 2.093944 0.866193
H -3.345946 1.705418 1.873836
H -5.414798 2.119110 0.606700
H -5.303629 3.002539 -1.689797
H -3.113479 3.516359 -2.703562
H -1.050146 3.157007 -1.427086
H 0.041835 2.652549 0.666583
H -0.903669 2.277659 2.112323
S -0.168774 -1.112020 -2.746722
C -1.147550 -3.028905 -0.425145
C -2.424977 -2.375636 0.024215
C -2.802529 -2.400122 1.365102
C -3.966143 -1.756218 1.748709
C -4.702506 -1.096208 0.772587
N -4.347481 -1.064041 -0.498180
C -3.248859 -1.689745 -0.866649
H -3.017610 -1.648271 -1.922840
H -5.618875 -0.578849 1.016495
H -4.295123 -1.770668 2.775092
H -2.205241 -2.932206 2.094073
H -1.190965 -3.294730 -1.483604
H -0.937243 -3.922971 0.165840
H 2.171899 -1.998849 2.029729
H 3.743343 -0.250302 2.665268

Atoms 1-6, force components in eV/Å:
0.08 0.07 0.32
-0.06 -0.06 0.05
-0.03 0.02 -0.03
0.02 -0.03 -0.04
-0.16 -0.17 -0.39
-0.03 0.03 -0.17

Output
* orbital gap: 0.2971 hartree
* lowest unoccupied orbital energy: -2.965 eV
* molecular weight: 422.57 g/mol
* HOMO: -11.049 eV
* DFT total energy: -1644.0291 Eh
* relative energy (zero: lowest compared OMol25 entry of this formula, charge and spin): 0.000 eV
* charge: +1